No. 1
24
Properties=species:S:1:pos:R:3:forces:R:3 method="wB97M-V/def2-TZVPD" total_charge=+1 lumo_ev="-4.0920 / -7.8261" max_force_ev_per_a=2.76 multiplicity=2 gap_ev="10.23 / 6.70"
H 3.054 -1.052 0.471 -0.139 0.001 -0.189
C 0.174 3.413 -0.116 0.205 -0.599 0.610
C 0.920 -1.185 0.279 0.397 1.065 0.474
H -1.047 -3.455 -1.026 -0.884 -0.292 0.241
O -3.008 -2.530 0.587 0.095 0.278 -0.493
H 1.126 -3.241 -0.585 0.721 0.721 -0.305
C -1.386 -0.834 1.150 0.984 0.263 1.129
H 1.080 3.405 0.519 -0.054 0.373 -0.697
H 1.069 2.005 -1.560 0.783 0.137 0.021
C -0.075 -0.407 1.024 -0.914 -0.444 -0.549
C 2.237 -0.511 -0.033 -0.900 -1.019 1.349
H -0.574 2.265 -1.847 -0.201 0.261 0.270
H -3.712 -1.982 0.180 0.337 -0.077 0.639
C -0.844 -2.662 -0.327 2.561 -0.791 0.650
H -2.065 -0.408 1.875 -0.072 0.445 -0.235
H 2.425 -0.551 -1.106 0.038 0.485 0.088
H 0.208 0.570 1.399 0.101 -0.284 0.321
H -0.115 1.260 -0.512 0.130 0.333 -0.177
C 0.153 2.194 -1.032 -1.029 -0.834 0.027
H 0.113 4.257 -0.801 0.166 0.481 0.683
H 2.126 0.446 0.468 0.689 0.437 -0.774
C -1.778 -2.007 0.513 -0.837 0.123 -1.288
H -0.615 3.435 0.667 -0.026 0.020 -0.997
C 0.534 -2.425 -0.188 -2.152 -1.084 -0.799



No. 2
10
Properties=species:S:1:pos:R:3:forces:R:3 method="wB97M-V/def2-TZVPD" lumo_ev=0.1009 max_force_ev_per_a=4.27 gap_ev=8.31
C 0.104 0.434 0.912 1.879 0.891 -2.116
C 0.717 0.804 -0.570 0.023 -0.429 1.862
C -0.707 -0.685 0.505 0.257 0.245 -3.343
H -1.645 -0.221 0.341 -1.610 0.500 0.048
C 0.996 1.427 0.587 -2.810 -3.132 -0.733
H 1.486 2.127 1.115 1.810 2.530 1.351
H -0.823 -1.485 1.128 -0.369 -1.873 1.992
C -0.579 -1.138 -1.164 0.417 0.764 3.432
C 0.350 -0.154 -1.463 0.401 0.115 -2.445
H 0.761 -0.163 -2.469 0.001 0.389 -0.047



No. 3
17
Properties=species:S:1:pos:R:3:forces:R:3 method="wB97M-V/def2-TZVPD" total_charge=-1 lumo_ev=4.2334 max_force_ev_per_a=2.54 gap_ev=7.01
H -0.510 -1.802 -0.219 -1.011 -0.038 -0.393
N 2.954 0.137 0.854 0.173 -1.213 0.472
H -0.713 -0.690 1.173 -0.114 -0.852 -0.404
H -0.457 -2.521 1.451 0.025 0.732 -0.431
H 1.001 0.648 0.934 -1.698 0.971 0.612
H -2.921 0.735 -2.367 0.071 -0.087 0.913
H -2.878 0.016 -0.888 0.101 -0.181 0.119
O -0.569 0.591 -0.582 -0.917 0.382 -0.486
N -2.819 0.911 -1.353 -1.198 -0.125 -1.032
C 1.692 -0.130 0.882 1.700 -0.737 0.020
C -0.250 -1.625 0.803 0.484 -0.197 0.955
H 3.111 1.022 1.312 -0.106 0.613 -0.682
H -1.570 2.285 -0.359 -0.330 0.428 -0.760
C -1.489 1.460 -1.103 2.469 -0.579 0.001
H 1.711 -2.058 0.253 0.284 0.207 0.320
N 1.179 -1.384 0.788 0.458 -0.032 -0.170
H -1.135 1.765 -2.152 -0.391 0.707 0.946



No. 4
19
Properties=species:S:1:pos:R:3:forces:R:3 method="wB97M-V/def2-TZVPD" lumo_ev=0.4562 max_force_ev_per_a=4.36 gap_ev=9.59 smiles="C/P=C/C[C@@]1(C)CO1"
H 0.632 -0.398 1.886 -1.229 1.130 1.461
H -3.345 -0.439 -1.389 -0.686 -0.888 0.404
H 2.302 -0.822 1.797 -0.313 -0.792 -0.337
C -3.610 -0.376 -0.318 1.581 0.749 0.118
P -2.334 0.988 0.063 -0.719 -0.049 0.557
C 0.425 1.077 -0.114 -2.762 -0.916 1.775
C 2.613 -0.068 -0.921 -0.529 1.426 1.933
H -4.599 0.026 -0.182 -0.323 0.198 -0.087
H 3.173 -0.978 -0.767 0.136 0.006 -0.148
H 0.851 -1.613 0.794 1.349 0.291 0.358
C 1.368 -0.717 1.228 1.356 -0.423 -1.281
C 1.621 0.324 0.116 1.094 -2.512 1.131
C -0.857 0.257 -0.033 -0.207 -0.946 -1.393
H -3.502 -1.276 0.311 0.176 0.240 -0.701
H 0.211 1.868 0.559 0.677 0.846 1.321
O 2.851 0.996 0.094 0.244 -0.803 -0.183
H -0.806 -0.825 -0.285 0.053 0.727 0.246
H 0.463 1.569 -0.979 0.129 1.784 -3.977
H 2.544 0.406 -1.860 -0.028 -0.068 -1.196



No. 5
16
Properties=species:S:1:pos:R:3:forces:R:3 method="wB97M-V/def2-TZVPD" lumo_ev=1.0932 max_force_ev_per_a=2.89 gap_ev=12.32 smiles=CC.CC
H 0.718 1.262 -0.109 0.758 0.003 -0.813
H 1.576 -1.293 -0.448 -0.377 -1.129 0.000
H -1.497 2.598 1.402 0.711 0.431 -0.383
H 0.501 -0.952 -1.595 -0.866 -0.366 -0.683
C -0.271 -2.454 -0.111 -1.879 -1.472 1.247
H 0.918 1.655 1.558 -0.888 1.282 -1.542
H -1.226 3.033 -0.297 -0.420 -1.369 0.381
C 0.771 -1.835 -1.022 1.109 2.122 1.041
C -1.034 2.221 0.458 0.165 2.424 1.573
H 1.045 3.076 0.236 -0.901 -2.097 0.710
H -0.846 -2.005 0.798 1.064 0.710 -2.096
H 1.252 -2.595 -1.644 -0.235 0.215 0.052
H -1.116 -2.969 -0.737 1.745 0.541 1.277
C 0.507 2.085 0.549 0.476 0.067 1.283
H 0.315 -3.146 0.529 -0.562 -0.599 -0.833
H -1.614 1.320 0.433 0.101 -0.765 -1.212



No. 6
19
Properties=species:S:1:pos:R:3:forces:R:3 method="wB97M-V/def2-TZVPD" total_charge=-1 lumo_ev=3.1319 max_force_ev_per_a=2.09 gap_ev=6.76
H -1.062 5.686 4.020 0.234 0.401 -0.026
I 0.129 -0.049 2.052 0.008 0.002 -0.091
C -2.012 5.867 3.519 0.690 -1.845 -0.694
O 0.116 -5.453 0.630 0.109 -0.066 -0.055
H 1.836 1.040 -3.408 0.060 0.385 -0.268
H 2.689 0.259 -4.767 0.009 -0.115 0.094
O 1.979 -0.977 -3.282 0.169 -0.250 -0.122
H -1.451 -6.133 -0.553 -0.119 -0.220 0.150
H 0.169 -6.349 -1.223 0.105 -0.053 0.121
C -0.462 -5.682 -0.636 -0.300 0.087 -0.319
H -0.612 -4.777 -1.224 0.222 0.209 0.065
H -1.840 6.067 2.461 0.222 0.974 0.156
C 2.537 0.254 -3.688 -0.327 0.309 0.297
H 1.799 -0.858 -2.347 -0.207 -0.339 0.221
H -2.059 3.925 3.202 0.117 -0.060 -0.024
O -2.695 4.590 3.476 -0.704 0.898 0.795
H -2.516 6.670 4.058 -0.546 -0.439 -0.221
H -0.019 -4.535 0.876 -0.001 0.114 0.071
H 3.472 0.455 -3.165 0.259 0.009 -0.151



No. 7
2
Properties=species:S:1:pos:R:3:forces:R:3 method="wB97M-V/def2-TZVPD" lumo_ev=-1.7668 max_force_ev_per_a=2.72 gap_ev=7.89 smiles="O=O"
O 0.000 0.000 0.584 0.000 0.000 2.717
O 0.000 0.000 -0.584 0.000 0.000 -2.717



No. 8
26
Properties=species:S:1:pos:R:3:forces:R:3 method="wB97M-V/def2-TZVPD" total_charge=+1 lumo_ev="-3.1347 / -6.6066" max_force_ev_per_a=4.43 multiplicity=3 gap_ev="6.29 / 6.30"
H -0.162 1.772 -0.924 -0.789 -0.397 1.554
C 2.310 -0.036 -0.560 1.552 0.326 0.891
N 1.277 -0.187 -1.232 -4.415 -0.030 0.353
H -2.600 -0.930 -2.417 -0.734 0.154 -1.205
H 3.138 0.825 1.135 1.073 1.171 0.212
H -1.575 0.473 -2.514 0.294 0.916 -0.259
H -0.847 2.113 1.774 0.075 -0.533 0.351
H 0.898 1.041 1.661 0.693 -0.458 0.434
H 3.247 -0.864 1.062 1.094 -1.779 0.693
C 1.297 0.008 1.713 -0.666 -0.358 0.269
H 1.243 -0.378 2.731 0.944 0.452 0.198
N -0.308 -1.878 1.484 -2.825 -3.088 -0.832
C -1.583 -0.584 -2.451 -0.974 -1.466 0.989
H -2.060 -0.806 -0.365 -0.244 -0.099 -0.541
H 3.200 0.171 -1.130 0.443 -0.227 -0.548
H -1.045 -2.336 0.935 0.519 -0.842 1.563
C -1.419 1.742 0.918 2.694 0.762 -0.388
N -0.510 1.214 -0.107 1.220 -2.135 -2.432
C 2.610 -0.058 0.923 -2.993 0.999 -0.549
H -1.746 2.667 0.526 -1.278 0.716 -0.564
H -2.158 1.078 1.263 -1.129 -0.759 0.098
C 0.221 -0.800 1.068 1.369 3.426 -1.571
N -1.290 -0.974 -1.017 2.888 1.501 0.557
C -0.110 -0.214 -0.267 1.091 2.735 -0.107
H -1.035 -1.143 -3.234 0.130 0.494 0.978
H -0.994 -1.918 -0.976 -0.032 -1.479 -0.145



Repeat the third record exactly.
17
Properties=species:S:1:pos:R:3:forces:R:3 method="wB97M-V/def2-TZVPD" total_charge=-1 lumo_ev=4.2334 max_force_ev_per_a=2.54 gap_ev=7.01
H -0.510 -1.802 -0.219 -1.011 -0.038 -0.393
N 2.954 0.137 0.854 0.173 -1.213 0.472
H -0.713 -0.690 1.173 -0.114 -0.852 -0.404
H -0.457 -2.521 1.451 0.025 0.732 -0.431
H 1.001 0.648 0.934 -1.698 0.971 0.612
H -2.921 0.735 -2.367 0.071 -0.087 0.913
H -2.878 0.016 -0.888 0.101 -0.181 0.119
O -0.569 0.591 -0.582 -0.917 0.382 -0.486
N -2.819 0.911 -1.353 -1.198 -0.125 -1.032
C 1.692 -0.130 0.882 1.700 -0.737 0.020
C -0.250 -1.625 0.803 0.484 -0.197 0.955
H 3.111 1.022 1.312 -0.106 0.613 -0.682
H -1.570 2.285 -0.359 -0.330 0.428 -0.760
C -1.489 1.460 -1.103 2.469 -0.579 0.001
H 1.711 -2.058 0.253 0.284 0.207 0.320
N 1.179 -1.384 0.788 0.458 -0.032 -0.170
H -1.135 1.765 -2.152 -0.391 0.707 0.946